[1]
The following is a DFT calculation (ωB97M-V with the def2-TZVPD basis set) of a single C17H26N4O3 molecule.

CARTESIAN COORDINATES (ANGSTROEM)
C -6.49960 -1.77036 -0.49860
O -5.50102 -1.07431 0.19953
C -5.76547 0.30705 0.31407
C -4.61646 0.95037 1.08835
N -3.37894 0.84027 0.36170
C -2.70027 1.89703 -0.11795
O -3.01951 3.05359 0.06510
C -1.47648 1.49742 -0.94224
N -0.94360 0.21627 -0.52440
C -0.25524 0.31699 0.75188
C 0.08365 -1.07543 1.27603
C 0.94822 -1.84705 0.27503
N 2.28441 -1.29763 0.22314
C 3.38782 -2.07950 0.32673
O 3.35819 -3.27932 0.50602
N 4.59809 -1.42407 0.19180
C 4.89226 -0.06206 0.15602
C 4.17763 0.87531 0.90213
C 4.50914 2.21649 0.83426
C 5.56112 2.64373 0.04249
C 6.29792 1.71290 -0.67149
C 5.96942 0.37246 -0.61672
C 0.26804 -1.82086 -1.09779
C -0.08309 -0.39601 -1.51996
H -6.60640 -1.39289 -1.52334
H -7.46971 -1.68869 0.00715
H -6.19182 -2.81354 -0.52607
H -5.84717 0.76199 -0.68488
H -6.71391 0.47142 0.84776
H -4.52058 0.45157 2.05783
H -4.81325 2.01444 1.23641
H -3.05007 -0.08401 0.12209
H -1.80831 1.42175 -1.98251
H -0.73901 2.31497 -0.88695
H 0.66370 0.92511 0.66001
H -0.91516 0.82497 1.45880
H -0.84254 -1.62837 1.43473
H 0.60453 -0.99380 2.23068
H 1.07401 -2.88359 0.60486
H 2.38904 -0.35845 -0.12418
H 5.37447 -2.05501 0.05069
H 3.38926 0.55006 1.56397
H 3.94612 2.93099 1.41668
H 5.81426 3.69156 -0.00637
H 7.13258 2.03308 -1.27726
H 6.54588 -0.35246 -1.17330
H -0.65021 -2.40583 -1.03981
H 0.92148 -2.27679 -1.84289
H 0.83938 0.19362 -1.67905
H -0.62282 -0.42537 -2.47023

Computed properties:
HOMO level in eV: -8.63
Energy relative to the best compared isomer or geometry (same formula, charge and spin) in kcal per mole: 12.6
Kohn-Sham gap in eV: 9.3
SMILES: COCCNC(=O)CN1CCC(NC(=O)Nc2ccccc2)CC1
LUMO energy in eV: 0.69
DFT total energy in eV: -30155.1023
Maximum force in eV/Å: 0.6

natural (NBO) population analysis, charges in e, atoms 1 to 6:
1. C -0.24
2. O -0.55
3. C -0.07
4. C -0.24
5. N -0.62
6. C 0.67

[2]
The following is a DFT calculation (ωB97M-V with the def2-TZVPD basis set) of a gas-phase ion, C17H26N5O (charge +1).

CARTESIAN COORDINATES (ANGSTROEM)
N 3.79883 -1.54943 1.32272
C 3.02252 -1.18164 2.51033
C 1.51754 -1.08750 2.30378
C 0.87481 -2.40446 1.88629
C -0.66594 -2.35063 1.91551
C -1.32544 -2.61118 0.55028
C -2.02781 -1.42580 -0.00842
C -2.44075 -0.25444 0.53575
N -2.97226 0.53717 -0.47122
C -3.42433 1.91262 -0.31359
C -2.46819 2.92528 -0.98196
C -1.16984 2.37353 -1.53127
O -0.83393 2.59449 -2.67158
N -0.45790 1.55978 -0.66272
C 0.97267 1.41267 -0.87115
C 1.48197 0.13347 -1.01242
C 2.85168 -0.04784 -1.16211
C 3.70122 1.04976 -1.16534
C 3.17961 2.33055 -1.03284
C 1.81340 2.51494 -0.88458
C -2.92634 -0.15461 -1.60894
N -3.35793 0.22455 -2.86078
N -2.38081 -1.34568 -1.34766
H 3.83606 -2.55501 1.21658
H 3.34211 -1.19507 0.48985
H 3.37501 -0.20630 2.84395
H 3.25287 -1.87853 3.31286
H 1.33065 -0.31806 1.54921
H 1.06110 -0.77638 3.24409
H 1.22086 -2.69410 0.89551
H 1.22656 -3.17843 2.56714
H -0.94813 -1.37892 2.30776
H -1.02805 -3.10287 2.60816
H -0.54733 -2.87015 -0.16683
H -2.01970 -3.44645 0.60733
H -2.35269 0.08709 1.54824
H -3.52451 2.07968 0.75152
H -4.41345 2.02163 -0.74623
H -2.22264 3.70831 -0.26586
H -2.96686 3.41091 -1.81170
H -0.63639 1.83145 0.29796
H 0.80831 -0.71071 -1.00288
H 3.25769 -1.04120 -1.27309
H 4.76444 0.90485 -1.27050
H 3.84125 3.18217 -1.03648
H 1.39775 3.50632 -0.77954
H -3.98186 1.02092 -2.81060
H -2.58510 0.49843 -3.46366
H -2.25072 -2.05521 -2.05086

Computed properties:
HOMO level in eV: -11.39
Kohn-Sham gap in eV: 8.9
SMILES: NCCCCCc1cn(CCC(=O)Nc2ccccc2)c(N)[nH+]1
LUMO energy in eV: -2.54
Total charge: +1
DFT total energy in eV: -27543.6790
Maximum force in eV/Å: 1.3

natural (NBO) population analysis, charges in e, atoms 1 to 6:
1. N -0.83
2. C -0.22
3. C -0.41
4. C -0.40
5. C -0.39
6. C -0.44